{"formula": "C3H2F4", "method": "ωB97M-V/def2-TZVPD", "species": ["C", "C", "C", "F", "F", "F", "F", "H", "H"], "positions_angstrom": [[0.68649, -0.84126, -0.59930], [1.51603, -0.07924, -0.02457], [-1.71221, 0.46386, 0.40102], [2.84657, -0.12650, -0.10583], [1.26168, 0.98365, 0.86603], [-2.33942, -0.69753, 0.44138], [-1.70210, 1.11083, -0.73957], [0.40415, -1.48778, -1.39932], [-0.96120, 0.67397, 1.16014]], "nbo_charge": [-0.256, 0.618, 0.535, -0.304, -0.344, -0.319, -0.312, 0.227, 0.156], "e_above_lowest_ev": 5.4479, "e_lumo_ev": [0.632, -1.444], "homo_energy_ha": [-0.3834, -0.3041]}


{"formula": "C5H10FP", "method": "ωB97M-V/def2-TZVPD", "species": ["C", "C", "C", "C", "C", "F", "P", "H", "H", "H", "H", "H", "H", "H", "H", "H", "H"], "positions_angstrom": [[1.43526, 0.61036, -0.56031], [0.58741, -0.12915, 0.13179], [2.94457, 0.68334, -0.10098], [-1.65218, -1.53019, 0.39955], [-1.10133, -0.32916, -0.30147], [-1.29735, -0.46972, -1.60205], [-1.67205, 1.29961, 0.52199], [1.30710, 1.15514, -1.52566], [0.71729, -0.51203, 1.10001], [3.15514, -0.09567, 0.67729], [3.60792, 0.32713, -0.91848], [3.07498, 1.75497, 0.13253], [-2.74733, -1.53871, 0.11887], [-1.11711, -2.44095, 0.08927], [-1.98892, -1.42202, 1.45439], [-2.93178, 0.84447, 1.01933], [-2.32162, 1.79258, -0.63607]], "nbo_charge": [-0.196, -0.196, -0.673, -0.695, 0.135, -0.349, 0.254, 0.196, 0.182, 0.212, 0.220, 0.240, 0.227, 0.234, 0.239, -0.020, -0.010], "e_above_lowest_ev": 1.9322, "e_lumo_ev": [1.062, -1.979], "multiplicity": 3, "homo_energy_ha": [-0.1856, -0.3581]}